Entry 1:
C20H38AlB3CsF5N4O10 as an isolated structure in a non-equilibrium geometry, computed with ωB97M-V/def2-TZVPD.

Summary:
- Kohn-Sham gap (eV) = 7.974
- electronic energy (a.u.) = -2593.22767
- strongest force on any atom (Eh/bohr) = 0.1878

Cartesian coordinates (Å):
Cs  2.9416  3.6019  5.1108
Al  10.3029  0.6229  2.4824
F  10.2764  -0.6737  1.3638
F  8.6765  1.1290  2.7927
F  11.1638  1.9543  1.8290
F  -3.6112  1.2127  -4.3809
F  11.0158  0.1231  3.9574
O  -6.7277  3.3298  -2.0259
O  1.7346  5.5607  2.8257
O  -5.4364  1.5667  -1.4806
O  5.9367  1.9975  -0.5119
O  -0.3783  -0.5110  4.7856
O  -1.3041  -0.6024  1.1229
O  -5.1156  2.6107  -3.4358
O  -3.1618  -1.0971  -0.2720
O  7.2039  3.2788  1.9703
O  -1.7783  -2.9123  0.6270
N  -4.7756  -5.2049  -5.0171
N  -3.2227  -6.3165  -6.4877
N  0.6696  1.1428  3.6709
N  -4.5321  -4.6170  -7.3252
C  1.1827  1.5037  2.3662
C  -0.2847  -2.3966  2.6868
C  -4.4611  0.8044  -2.2018
C  0.3169  -0.2290  3.8420
C  3.1621  1.4832  0.9226
C  -4.1149  -3.4820  -0.3406
C  0.8205  -1.3359  2.9329
C  1.0312  2.4195  0.1678
C  -3.9702  1.8064  -3.2154
C  -3.7336  -4.4775  -1.4853
C  -5.8536  2.5775  -2.2872
C  0.4062  2.1304  1.3940
C  -4.2062  -5.3152  -6.3133
C  -3.8652  -4.5350  -4.0610
C  2.5353  1.1968  2.1337
C  0.8887  4.9515  5.0000
C  0.7256  5.8500  3.7935
C  6.0715  1.7624  -1.9102
C  -4.6416  -4.3241  -2.7345
C  2.3697  2.1152  -0.0508
B  -2.6530  -0.3999  0.8321
B  -2.9584  -2.4737  0.0226
B  -1.1572  -1.9613  1.4410
H  5.8058  2.6577  -2.4809
H  -4.9967  -2.9260  -0.6696
H  0.8133  3.9013  4.7081
H  3.1242  0.7009  2.8993
H  7.0941  1.4668  -2.1529
H  -0.8934  -2.5551  3.5788
H  -0.6359  2.3500  1.5881
H  -5.1402  -3.3525  -2.7529
H  2.8424  2.3492  -0.9958
H  0.1293  5.1622  5.7548
H  -2.6793  -4.4163  -1.7617
H  0.1652  -3.3596  2.4284
H  0.8259  6.8936  4.0837
H  -3.1486  2.4366  -2.8677
H  0.4173  2.8865  -0.5910
H  1.1767  -0.9935  1.9623
H  5.3961  0.9538  -2.1846
H  -0.1699  1.6860  3.8419
H  -5.2371  -3.9409  -7.0341
H  1.6310  4.6368  2.5580
H  -2.9611  -5.1190  -3.9043
H  -3.9159  -5.4848  -1.1087
H  4.2011  1.2479  0.7386
H  -3.2589  -6.9861  -5.7309
H  -4.9447  -0.0517  -2.6756
H  -5.4139  -5.0953  -2.6982
H  -3.6173  -3.5354  -4.4433
H  -3.6779  0.4469  -1.5419
H  7.6705  4.1133  2.0679
H  6.5364  2.7123  -0.2697
H  -2.3091  -5.8896  -6.5469
H  1.8738  5.0852  5.4425
H  -5.6165  -4.6440  -5.0572
H  1.6689  -1.8075  3.4366
H  -4.4389  -4.0201  0.5560
H  -3.3246  0.2803  1.5343
H  -0.2576  5.7138  3.3351
H  7.7765  2.6295  2.4170

The computed Mulliken charges, all in e, follow: 1.039 0.640 -0.412 -0.453 -0.421 -0.276 -0.409 -0.498 -0.501 -0.337 -0.364 -0.642 0.060 -0.328 -0.236 -0.647 -0.626 -0.380 -0.546 -0.114 -0.629 0.475 -1.116 0.473 0.376 -0.783 -0.662 -0.233 -1.069 0.326 -0.719 0.640 -0.713 0.391 -0.672 -0.321 -0.574 -0.125 -0.699 -0.601 -0.559 0.426 0.124 0.184 0.290 0.313 -0.442 0.615 0.317 0.453 0.585 0.424 0.476 0.487 0.442 0.284 0.348 0.303 0.526 0.201 0.238 0.372 0.220 0.173 0.333 0.335 0.571 0.289 0.083 0.373 0.248 -0.209 0.297 0.244 0.265 0.385 0.278 0.521 0.352 -0.143 0.250 0.417

=====

Entry 2:
C4H40BO28 as an isolated structure in a non-equilibrium geometry, computed with ωB97M-V/def2-TZVPD.

Summary:
- Kohn-Sham gap (eV) = 9.142
- electronic energy (a.u.) = -2308.10675
- strongest force on any atom (Eh/bohr) = 0.1306
- total charge = -1

Cartesian coordinates (Å):
O  3.2007  -5.2873  -1.4548
O  -3.0116  1.1474  -0.0267
O  0.6765  -4.5002  1.8049
O  5.1153  -0.3563  -2.5534
O  1.0947  0.1759  -0.9154
O  0.2664  -1.7809  0.0771
O  -3.6694  -0.6919  2.2565
O  -4.2198  1.9160  3.2565
O  1.7013  -3.1125  -0.7747
O  -0.6088  1.0207  4.9778
O  2.6096  -0.7459  -2.1041
O  -3.4703  3.2604  -1.6835
O  -1.5400  1.4584  2.3540
O  -0.8597  -1.8774  -3.1065
O  3.7447  -2.4418  -4.1899
O  2.1988  0.9876  -3.7225
O  0.5172  -1.6257  4.2968
O  2.5250  -0.4308  2.5988
O  -1.3306  -0.1600  -0.7230
O  -0.1110  0.7087  -3.6369
O  4.8214  -1.6386  -0.3114
O  2.9335  1.1932  1.2068
O  -0.6955  4.7827  2.1187
O  -1.0053  2.4957  -1.8639
O  -4.1368  -1.8226  -0.3606
O  0.5299  2.7637  0.4817
O  -5.7332  1.7274  0.2917
O  -0.0343  0.3972  1.1768
C  -1.9373  0.6199  0.1520
C  1.6241  -0.8632  -1.4106
C  -1.1757  0.9396  1.2841
C  1.1776  -2.0290  -0.7762
B  0.0039  -0.3511  -0.1415
H  -3.1389  4.1055  -1.4871
H  2.0229  1.6614  1.0692
H  -0.8339  1.6468  -2.2621
H  -0.4609  -2.6465  -3.4219
H  0.1252  3.3455  1.0464
H  -3.2354  -1.2205  3.0114
H  3.6442  -2.1396  -3.3134
H  -1.5704  4.2351  2.2737
H  -5.0286  -1.9515  -0.4694
H  4.0001  -0.3537  -2.6019
H  -3.6389  2.5989  2.8484
H  -0.1029  2.5406  -0.2390
H  -0.3698  -0.0535  -3.2525
H  1.0356  -3.8526  1.1643
H  0.2363  0.6363  5.0460
H  -0.4508  -1.5636  4.5501
H  3.2183  -3.2662  -4.3197
H  -1.0889  0.8747  4.1241
H  1.3942  0.5968  -3.5589
H  -3.9468  -1.1846  0.4488
H  3.1211  -5.2762  -2.4138
H  2.7408  0.4473  2.2814
H  4.7256  -1.0054  -1.0865
H  -3.6034  0.1519  2.6406
H  -6.0007  2.2150  1.2008
H  5.4869  0.3432  -1.8935
H  5.3279  -1.1093  0.2623
H  2.3663  1.5005  -2.9772
H  -1.7359  -2.1193  -3.1632
H  -3.2897  2.8132  -0.8482
H  1.4360  -4.8747  2.3456
H  0.7355  -1.5176  3.3021
H  -0.4997  5.5563  2.5886
H  -5.1746  2.3149  3.1029
H  -4.7493  1.5768  0.3455
H  -0.6549  0.7037  -4.4957
H  2.7394  -4.4769  -1.1193
H  -1.9908  2.5250  -1.7956
H  2.5875  -1.2231  2.0000
H  3.4198  1.5664  0.4878

The computed Mulliken charges, all in e, follow: -0.665 -0.959 -0.660 -0.849 0.152 -0.407 -0.616 -0.636 -1.073 -0.703 -0.346 -0.692 -0.799 -0.509 -0.616 -0.742 -0.670 -0.755 -1.020 -0.783 -0.570 -0.687 -0.630 -0.777 -0.661 -0.695 -0.629 -0.438 0.874 0.820 0.072 -0.128 2.126 0.323 0.331 0.472 0.222 0.235 0.345 0.277 0.289 0.254 0.842 0.279 0.540 0.176 0.315 0.350 0.286 0.286 0.356 0.501 0.334 0.246 0.438 0.129 0.302 0.254 0.314 0.245 0.298 0.216 0.436 0.290 0.348 0.241 0.245 0.535 0.328 0.668 0.544 0.269 0.307

=====

Entry 3:
A 2-piece molecular cluster, CH4NO3P overall in a non-equilibrium geometry, computed with ωB97M-V/def2-TZVPD.

Summary:
- Kohn-Sham gap (eV) = 9.777
- structure (SMILES) = NC=O.O=PO
- electronic energy (a.u.) = -662.38991
- strongest force on any atom (Eh/bohr) = 0.0320

Cartesian coordinates (Å):
P  -2.4126  0.0238  -0.2101
O  1.0432  1.5027  -0.5889
O  -1.5950  0.6127  1.0776
O  -1.9681  -1.3486  -0.3559
N  1.0350  -0.7648  -0.4311
C  1.5222  0.4651  -0.1990
H  2.4561  0.4229  0.3928
H  -1.6617  1.5567  1.2209
H  0.1476  -0.8870  -0.9009
H  1.4334  -1.5835  -0.0053

The computed Mulliken charges, all in e, follow: 0.445 -0.565 -0.383 -0.422 -0.233 0.145 0.326 0.337 0.149 0.202

=====

Number 1: LUMO energy -1.551 eV. Number 2: LUMO energy 1.512 eV. Number 3: LUMO energy -0.247 eV.